[1]
A structure of composition C24H15Br2N8O6Rb, computed with ωB97M-V/def2-TZVPD.

Each line ends with the Mulliken charge.
Geometry (Å):
Rb 0.36159 -0.05010 0.41534  0.7856
O -5.43114 2.44643 2.91614  -0.7084
C -4.35188 1.99169 2.55888  0.2180
C -3.98965 0.54373 2.46146  0.3773
O -4.71076 -0.41888 2.73079  -0.7826
C -2.59869 0.46845 1.99040  0.4362
C -2.07104 1.80790 1.89503  0.6409
O -0.88046 2.11522 1.59976  -1.0320
C -3.15516 2.77139 2.11549  0.4443
O -3.08360 3.99299 1.96575  -0.7881
O -1.97810 -0.59414 1.73042  -0.8516
Br 5.16275 -0.50494 -2.78922  -0.2495
C 5.26711 -0.37051 -0.88957  -0.0587
C 6.51692 -0.27251 -0.29859  -0.4160
C 6.63442 -0.18190 1.06847  0.0641
Br 8.39607 -0.05248 1.80819  -0.3253
C 5.49892 -0.18233 1.90054  0.8068
C 5.52673 -0.09215 3.30618  -0.7264
C 4.35353 -0.09693 4.01339  -0.6452
C 3.14046 -0.19237 3.31950  -0.3660
N 3.07747 -0.28358 2.01071  -0.0473
C 4.21157 -0.28105 1.28814  -0.0746
C 4.03850 -0.38922 -0.17369  0.3467
O 2.91398 -0.49397 -0.69370  -0.6663
H 7.40051 -0.26953 -0.92201  0.3865
H 6.48046 -0.01773 3.81271  0.2999
H 4.35169 -0.02617 5.09337  0.3607
H 2.19649 -0.19203 3.85312  0.4000
N -1.03797 3.48849 -0.91665  -0.1962
C -1.46634 2.76187 -1.93641  0.3231
N -1.97796 3.42335 -3.00260  -0.7341
C -2.35313 2.65154 -4.00118  0.4199
N -2.84222 3.27601 -5.12589  -0.4346
N -2.28275 1.31924 -4.04666  -0.6254
C -1.75022 0.76832 -2.95348  -0.1036
N -1.32125 1.41737 -1.89037  -0.0849
C -1.66654 -0.72619 -2.95554  0.5341
C -2.35564 -1.46170 -3.91699  -0.5170
C -2.27992 -2.84223 -3.88510  -0.4386
C -1.51254 -3.44763 -2.90340  -0.5546
C -0.85349 -2.63437 -1.99331  -0.2785
N -0.92836 -1.31138 -2.01364  0.0952
H -1.29977 4.45942 -0.90644  0.2548
H -0.78033 3.05644 -0.01083  0.2212
H -3.17513 4.21190 -4.96610  0.2660
H -3.40417 2.68793 -5.71739  0.2584
H -2.93296 -0.93480 -4.66139  0.4445
H -2.81316 -3.43839 -4.61536  0.3837
H -1.42586 -4.52368 -2.84010  0.3803
H -0.24013 -3.07102 -1.21249  0.4412
C -2.51700 -3.15196 3.13310  -0.1209
C -1.24967 -3.82986 2.91373  0.3746
N -0.27740 -4.42624 2.76626  -0.4998
H -3.35143 -3.79723 2.86120  0.2826
H -2.56591 -2.23155 2.52966  -0.1762
H -2.61743 -2.86892 4.18037  0.2556

HOMO-LUMO gap	0.185	Ha
total charge	-2
total energy	-6985.42126	Ha
energy above the lowest of the compared OMol25 structures with the same formula, charge and spin	0.00	kJ/mol
strongest force on any atom	0.65	eV Å⁻¹

[2]
A structure of composition C20H62F4FeN2O42P6S6Sr at a distorted geometry, computed with ωB97M-V/def2-TZVPD.

Each line ends with the Löwdin spin population.
Geometry (Å):
Fe -0.13404 0.03990 0.92621  4.2499
Sr 0.30517 -1.18885 -3.74329  0.0000
N -1.57520 -0.04586 -4.95072  0.0001
S -2.47348 0.24335 -6.17020  0.0000
O -3.29869 1.46212 -6.23545  0.0000
O -2.96432 -0.92690 -6.91089  0.0000
F -1.33409 0.66809 -7.12580  0.0000
S -2.90363 0.35513 -3.89696  0.0001
O -4.19074 -0.29184 -4.10499  0.0000
O -2.83947 1.62293 -3.22363  0.0004
F -2.38685 -0.59397 -2.70596  0.0007
N -1.66537 5.75349 0.12899  0.0000
S -1.27538 6.76176 1.15450  0.0000
O -0.28383 6.26243 2.08175  0.0000
O -2.36076 7.58122 1.58682  0.0000
F -0.53607 7.68619 0.08171  0.0000
S -2.23983 4.62968 1.31986  0.0000
O -3.32582 4.95335 2.25223  0.0000
O -1.19889 3.75363 1.81865  0.0000
F -2.96317 3.71802 0.31620  0.0000
S -0.26613 1.45451 -1.31722  0.0182
O -0.60161 2.85369 -1.45711  0.0277
O -1.19684 0.73204 -0.49772  0.1551
O 0.04376 0.79864 -2.57733  0.0121
O 0.78140 1.14106 -0.39168  0.1455
S 0.63207 -2.18793 -0.21305  0.0180
O 1.29084 -1.17007 0.57885  0.0984
O -0.67889 -1.66001 0.16793  0.1017
O 0.82342 -2.08446 -1.65819  0.0070
O 0.90599 -3.47319 0.33762  0.0183
C -4.46847 -4.45760 1.35708  0.0000
O -3.89017 -3.19575 1.39177  0.0000
H -5.38858 -4.46472 1.94143  0.0000
H -4.64682 -4.84488 0.35394  0.0000
H -3.83813 -5.15951 1.90306  0.0000
H -3.75326 -2.87653 2.28673  0.0000
C 5.11761 -1.24293 1.69864  0.0001
O 4.51592 0.03505 1.84795  0.0000
H 5.84481 -1.10267 0.89890  0.0000
H 5.59226 -1.68555 2.57437  0.0000
H 4.46653 -2.03249 1.32341  0.0001
H 3.96136 0.19854 1.08157  0.0000
C -2.31094 -4.50150 -6.97605  0.0000
O -2.54200 -4.93557 -5.63525  0.0000
P -2.19255 -3.93896 -4.43558  0.0000
O -0.94378 -3.12930 -4.50130  0.0000
O -3.51892 -3.02988 -4.40371  0.0000
C -4.81626 -3.32619 -3.80346  0.0000
O -2.23925 -5.04485 -3.18970  0.0000
C -1.89185 -4.65162 -1.81201  0.0003
H -2.72274 -3.51534 -7.19058  0.0000
H -2.39222 -5.14172 -7.85445  0.0000
H -1.26437 -4.20569 -7.04883  0.0000
H -5.13911 -2.58154 -3.07589  0.0000
H -4.71555 -4.25618 -3.24394  0.0000
H -5.66216 -3.28105 -4.48940  0.0000
H -0.83348 -4.75506 -1.57276  0.0000
H -2.31451 -5.34460 -1.08451  0.0000
H -2.08520 -3.63556 -1.46800  0.0004
C -1.22808 -3.84053 3.24625  0.0000
O -0.98765 -2.96590 4.38211  0.0010
P -0.08948 -1.63401 4.26916  0.0022
O -0.05447 -1.11540 2.89654  0.0243
O -0.73669 -0.70716 5.46685  0.0001
C -0.63022 -0.95322 6.86009  0.0000
O 1.38035 -2.09341 4.83864  0.0010
C 2.33726 -2.74432 3.96664  0.0000
H -2.31786 -3.86085 3.25314  0.0000
H -0.81085 -4.84150 3.35609  0.0000
H -0.89447 -3.36314 2.32488  0.0000
H -1.60786 -1.40384 7.03118  0.0000
H -0.68573 -0.06292 7.48650  0.0000
H 0.22549 -1.55585 7.16455  0.0000
H 3.01356 -3.25697 4.65068  0.0000
H 2.89836 -1.88419 3.60132  0.0000
H 2.04087 -3.39723 3.14569  0.0000
C 2.65150 3.99323 1.86547  0.0001
O 2.66875 3.10712 3.02258  0.0032
P 1.52752 1.91221 3.28518  0.0093
O 0.77775 1.38712 2.10215  0.0471
O 2.34869 0.80324 4.13726  0.0006
C 3.20070 1.27243 5.11819  0.0001
O 0.55106 2.56451 4.43274  0.0019
C 1.10099 3.67095 5.23644  0.0003
H 2.40540 4.99301 2.22317  0.0000
H 1.97754 3.71211 1.05624  0.0000
H 3.61431 3.96200 1.35545  0.0000
H 2.96912 0.68240 6.00494  0.0000
H 3.20497 2.31876 5.42359  0.0000
H 4.20508 0.90398 4.90947  0.0000
H 0.28024 4.37067 5.39414  0.0000
H 1.99962 4.14688 4.84394  0.0000
H 1.33812 3.34257 6.24839  0.0001
C 4.79075 7.35160 -0.89004  0.0000
O 3.36630 7.20099 -1.16277  0.0000
P 2.77606 5.88427 -1.91605  0.0000
O 1.30966 5.66873 -1.85482  0.0000
O 3.33774 6.02008 -3.48199  0.0000
C 2.72357 6.93107 -4.39794  0.0000
O 3.70670 4.76349 -1.27590  0.0001
C 3.47733 3.34987 -1.45111  0.0003
H 5.49744 6.84317 -1.54591  0.0000
H 4.96898 6.95146 0.10807  0.0000
H 5.17169 8.35201 -1.09538  0.0000
H 3.46773 7.16049 -5.16063  0.0000
H 2.34698 7.86632 -3.98371  0.0000
H 1.94643 6.42951 -4.97467  0.0000
H 2.39773 3.20384 -1.41586  0.0004
H 3.80987 2.89810 -0.51654  0.0000
H 4.02209 3.02091 -2.33606  0.0000
C -2.80659 2.24509 4.79296  0.0001
O -3.36678 2.15981 3.53972  0.0027
P -3.19013 0.99387 2.48051  0.0061
O -1.81457 0.85275 1.89111  0.0416
O -3.84724 -0.34847 3.23592  0.0004
C -5.17253 -0.38136 3.73463  0.0001
O -4.36869 1.37922 1.41854  0.0013
C -4.63531 0.59015 0.25589  0.0001
H -3.58636 2.42070 5.53407  0.0001
H -2.02184 3.00019 4.74714  0.0000
H -2.33517 1.29252 5.03473  0.0000
H -5.88425 -1.07493 3.28684  0.0000
H -5.57881 0.57143 3.39521  0.0000
H -5.27070 -0.41056 4.81980  0.0000
H -5.52655 -0.03462 0.19717  0.0001
H -3.81972 -0.00801 -0.15045  0.0000
H -4.85119 1.34710 -0.49811  0.0000
C 1.45806 -5.53084 -2.51832  0.0000
O 2.64565 -5.30990 -3.30238  0.0000
P 3.30094 -3.82154 -3.65750  0.0000
O 2.34276 -2.70721 -4.05976  0.0001
O 4.24280 -3.53998 -2.43286  0.0001
C 3.89590 -2.55369 -1.37271  0.0004
O 4.39269 -4.30485 -4.70601  0.0000
C 3.94597 -4.78382 -5.95424  0.0000
H 0.63318 -5.39899 -3.21853  0.0000
H 1.24488 -4.64766 -1.91612  0.0000
H 1.37828 -6.44385 -1.92827  0.0000
H 4.74657 -1.92105 -1.11928  0.0000
H 3.50868 -3.08373 -0.50253  0.0002
H 3.09874 -1.87083 -1.66655  0.0002
H 4.04228 -5.86165 -6.08505  0.0000
H 4.49088 -4.33616 -6.78537  0.0000
H 2.89950 -4.58229 -6.18307  0.0000

HOMO-LUMO gap	0.267	Ha
total charge	-1
total energy	-10200.52412	Ha
strongest force on any atom	8.01	eV Å⁻¹
2S+1	6

Question: Which value of HOMO-LUMO gap does entry 2 give?
Answer: 0.267 Ha

Question: What is the total energy in the first record?
Answer: -6985.42126 Ha

Question: The lowest total energy belongs to which entry?
Answer: C20H62F4FeN2O42P6S6Sr